Record 1
Computed, not measured: a cluster of 2 separate species, C2H2Cl2O2 in total, with ωB97M-V/def2-TZVPD.

Values from the calculation:
HOMO energy   -10.957 eV
Maximum force   0.0845 Eh/bohr
Energy   -31244.798 eV
Energy above the lowest of the compared OMol25 structures with the same formula, charge and spin   50.9 kcal per mole
Frontier orbital gap   11.139 eV

```
8
Properties=species:S:1:pos:R:3:lowdin_charge:R:1
C 2.4586 -0.6176 -0.4240 0.01
C -1.0453 -0.0822 0.1359 -1.11
O 2.2701 0.3410 -1.0066 0.01
O 0.2626 0.1561 0.4659 -0.29
Cl -1.6409 1.4407 -0.5532 0.57
Cl -1.1207 -1.3461 -1.2360 0.51
H 0.3988 0.3587 1.5308 0.21
H -1.5831 -0.2506 1.0873 0.08
```

***

Record 2
Computed, not measured: a cluster of 2 separate species, C5H11O3 in total, with ωB97M-V/def2-TZVPD.

Values from the calculation:
2S+1   2
HOMO energy (spin up / spin down)   -7.955 / -10.459 eV
Maximum force   0.0376 Eh/bohr
Energy   -11503.893 eV
Energy above the lowest of the compared OMol25 structures with the same formula, charge and spin   7.7 kcal per mole
<S²>   0.7533
Frontier orbital gap (spin up / spin down)   8.504 / 10.904 eV

```
19
Properties=species:S:1:pos:R:3:lowdin_spin:R:1
H -0.4122 -3.0824 2.4866 0.00
C -1.8727 -0.5646 6.5521 0.64
C -1.4142 -1.7250 7.2988 0.11
C -0.9534 0.4152 5.9814 0.11
O -1.3627 0.8564 4.6757 0.01
C -0.6576 1.9072 4.2007 0.00
O 0.2339 2.4153 4.8502 0.00
C -1.0429 2.4091 2.8244 0.00
H -2.7780 -0.8346 6.0248 0.03
H -1.9890 -2.5722 6.9192 0.01
H -0.3762 -1.9698 7.0802 0.01
H -1.5538 -1.6262 8.3817 0.03
H -0.8756 1.2455 6.7279 0.03
H -0.0097 -0.1244 5.8536 0.02
H -1.6862 1.7356 2.2501 0.00
H -1.5086 3.3985 2.8980 0.00
H -0.1019 2.5953 2.2989 0.00
O -0.2456 -4.0136 2.3341 0.00
H -0.9247 -4.2874 1.7343 0.00
```

***

Record 3
Computed, not measured: a structure of composition C42H61BrN5O2PdSTe, with ωB97M-V/def2-TZVPD.

Values from the calculation:
2S+1   2
HOMO energy (spin up / spin down)   -11.401 / -12.039 eV
Maximum force   0.0251 Eh/bohr
Total charge   +2
Energy   -147726.158 eV
Energy above the lowest of the compared OMol25 structures with the same formula, charge and spin   0.0 kcal per mole
<S²>   1.0447
Frontier orbital gap (spin up / spin down)   6.238 / 6.718 eV

```
114
Properties=species:S:1:pos:R:3:lowdin_spin:R:1
Pd 0.2424 -0.8647 1.1721 0.12
N 4.9851 -0.7945 4.8134 0.00
C 3.8016 -1.1552 3.9226 0.00
C 4.3071 -1.9344 2.7160 0.00
C 3.1293 -2.3591 1.8211 0.00
N 2.5088 -1.2296 1.0868 0.04
C 2.0970 -3.1117 2.6519 0.00
C 1.5863 -2.3251 3.8530 0.00
N 0.7365 -1.1829 3.4382 -0.01
C 2.7693 -1.9120 4.7445 0.00
H 5.6832 -0.2577 4.2900 0.00
H 5.4503 -1.6254 5.1915 0.00
H 4.6856 -0.2165 5.6047 0.00
H 3.4095 -0.1875 3.6122 0.00
H 4.8228 -2.8430 3.0483 0.00
H 5.0237 -1.3411 2.1413 0.00
H 3.5246 -3.0511 1.0759 0.00
H 2.9502 -1.0839 0.1851 0.00
H 2.5879 -0.3415 1.5980 0.00
H 2.5282 -4.0536 3.0031 0.00
H 1.2419 -3.3554 2.0263 0.00
H 0.9536 -2.9943 4.4370 0.00
H 1.2617 -0.2956 3.3797 0.00
H 0.0026 -1.0411 4.1220 0.00
H 3.2173 -2.8275 5.1492 0.00
H 2.4221 -1.3125 5.5897 0.00
C -5.7803 4.4933 -3.7229 0.00
C -4.5795 3.9364 -3.0074 0.02
C -4.0588 4.5679 -1.8865 0.00
C -2.9491 4.0784 -1.2054 0.03
C -2.4790 4.8456 0.0099 0.00
C -2.3293 2.9157 -1.6971 0.12
Te -0.4948 2.4838 -0.5793 0.39
N 0.6888 1.1616 0.9510 0.12
C 1.4688 1.8088 1.7775 0.00
O 2.2384 1.2160 2.6074 0.02
C 1.5374 3.3053 1.7618 0.00
C 2.6994 3.9274 1.3184 0.00
C 2.7827 5.3114 1.2875 0.00
C 1.7123 6.0818 1.7242 0.00
C 0.5569 5.4637 2.1840 0.00
C 0.4655 4.0795 2.1894 0.00
C 0.8108 2.0498 -2.1731 0.02
C 1.2313 0.7654 -2.5325 0.00
C 0.7264 -0.5180 -1.9128 0.00
C 2.1342 0.6248 -3.5859 0.00
C 2.6030 1.7159 -4.3020 0.00
C 3.5655 1.5630 -5.4475 0.00
C 2.1567 2.9775 -3.9297 0.00
C 1.2759 3.1736 -2.8734 0.01
C 0.8525 4.5825 -2.5404 0.01
C -2.8562 2.2299 -2.7952 0.02
C -2.3168 0.9367 -3.3372 0.00
C -3.9672 2.7699 -3.4386 0.00
H -6.0382 5.4838 -3.3532 0.00
H -6.6510 3.8504 -3.5856 0.00
H -5.5979 4.5695 -4.7949 0.00
H -4.5279 5.4762 -1.5254 0.00
H -3.1639 5.6666 0.2116 0.00
H -1.4803 5.2660 -0.1267 0.00
H -2.4451 4.2260 0.9098 0.00
H 3.5354 3.3246 0.9844 0.00
H 3.6824 5.7912 0.9263 0.00
H 1.7780 7.1611 1.7045 0.00
H -0.2761 6.0599 2.5314 0.00
H -0.4483 3.6010 2.5263 0.00
H 0.4633 -0.3705 -0.8524 0.00
H 1.4911 -1.2948 -1.9403 0.00
H -0.1602 -0.9088 -2.4163 0.00
H 2.4625 -0.3701 -3.8662 0.00
H 3.7621 0.5157 -5.6713 0.00
H 4.5174 2.0454 -5.2220 0.00
H 3.1742 2.0321 -6.3503 0.00
H 2.5104 3.8454 -4.4745 0.00
H 1.3642 5.2922 -3.1866 0.00
H 1.0877 4.8391 -1.5047 0.00
H -0.2236 4.7213 -2.6763 0.00
H -1.3554 0.6889 -2.9102 0.00
H -2.1900 0.9904 -4.4187 0.00
H -3.0106 0.1146 -3.1379 0.00
H -4.3606 2.2567 -4.3104 0.00
C 1.1571 -7.6217 -0.6515 0.00
C 0.9220 -6.1606 -1.0105 0.00
C 0.0337 -5.4855 0.0266 0.00
S -0.2982 -3.7771 -0.4239 0.00
O -0.5823 -3.0127 0.8862 0.00
C -1.8947 -3.9496 -1.2506 0.00
C -3.0934 -3.8745 -0.3073 0.00
C -3.2848 -5.0697 0.6164 0.00
H 1.8217 -8.1015 -1.3676 0.00
H 0.2213 -8.1816 -0.6441 0.00
H 1.6075 -7.7166 0.3378 0.00
H 0.4584 -6.0887 -1.9987 0.00
H 1.8699 -5.6216 -1.0841 0.00
H 0.5154 -5.4152 1.0047 0.00
H -0.9097 -6.0126 0.1527 0.00
H -1.8407 -4.9011 -1.7852 0.00
H -1.9230 -3.1552 -1.9968 0.00
H -3.9688 -3.7459 -0.9483 0.00
H -3.0099 -2.9664 0.2902 0.00
H -3.2896 -6.0140 0.0676 0.00
H -4.2388 -4.9956 1.1363 0.00
H -2.5044 -5.1164 1.3769 0.00
Br -4.7949 -1.5424 3.9836 0.00
C -3.9781 -0.9786 2.3992 0.00
C -4.7277 -0.6366 1.2864 0.00
C -4.0537 -0.2419 0.1435 0.00
C -2.6716 -0.2097 0.1545 0.02
N -1.9529 -0.5222 1.2368 0.03
C -2.5991 -0.9048 2.3404 0.00
H -5.8079 -0.6772 1.3164 0.00
H -4.5887 0.0427 -0.7519 0.00
H -2.1163 0.0966 -0.7237 0.01
H -2.0015 -1.1670 3.1997 0.00
```

***

Record 4
Computed, not measured: a structure of composition C26H49BBrF3O16S6, with ωB97M-V/def2-TZVPD.

Values from the calculation:
HOMO energy   -10.049 eV
Maximum force   0.1035 Eh/bohr
Energy   -204396.293 eV
Frontier orbital gap   9.766 eV

```
102
Properties=species:S:1:pos:R:3:lowdin_charge:R:1
C -6.2434 -1.4025 -0.7057 -0.01
B -5.9540 -1.4405 -2.3088 -0.44
O -6.4904 -0.4143 -3.1697 0.03
C -5.0143 -2.6151 -2.9463 -0.64
Br -5.1398 -2.4043 -4.9163 0.85
O -5.7093 -3.8763 -2.6131 -0.23
S -4.8346 -4.6997 -1.4211 0.80
O -4.0867 -5.9129 -1.8990 -0.26
O -5.6002 -4.9672 -0.1745 -0.26
O -3.6223 -3.5598 -1.0659 -0.17
C -3.5551 -2.8711 -2.3605 -0.32
C -2.4043 -1.8082 -2.5936 -0.02
C -2.5496 -0.4595 -1.7587 -0.20
O -2.4516 0.7027 -2.6116 -0.01
C -1.3713 -0.2919 -0.6762 -0.40
F -1.7076 0.8518 0.0855 0.07
F -1.3921 -1.3534 0.2478 0.09
F -0.1253 -0.1117 -1.2597 0.11
H -5.4633 -2.0272 -0.1533 0.07
H -7.2818 -1.7565 -0.4235 0.09
H -6.0451 -0.3218 -0.3756 0.09
H -7.4671 -0.4237 -3.1400 0.12
H -3.1981 -3.7394 -3.0280 0.15
H -2.2966 -1.6640 -3.7113 0.13
H -1.4362 -2.3067 -2.2387 0.14
H -3.5136 -0.3498 -1.1791 0.16
H -2.1459 0.4417 -3.5005 0.11
C 1.0298 -5.4273 2.1569 -0.21
C 0.8437 -3.9099 2.0993 -0.24
C 1.4955 -3.4177 0.8046 -0.21
S 1.4078 -4.7803 -0.3510 0.67
O 2.7519 -5.2270 -0.6396 -0.33
O 0.4618 -4.4586 -1.3976 -0.34
C 0.6534 -5.9430 0.7730 -0.23
H 0.4141 -5.8813 2.9351 0.12
H 2.0767 -5.6634 2.3728 0.12
H -0.2239 -3.6745 2.0868 0.11
H 1.2754 -3.4181 2.9676 0.09
H 0.9678 -2.5591 0.3894 0.09
H 2.5475 -3.1703 0.9551 0.09
H 1.0243 -6.9475 0.5723 0.11
H -0.4268 -5.9029 0.6185 0.11
C 2.2942 2.2931 -0.4452 -0.22
C 0.9638 2.5914 0.2481 -0.22
C 0.8998 4.1011 0.4912 -0.22
S 1.8932 4.8558 -0.7927 0.68
O 3.0380 5.4867 -0.1787 -0.32
O 1.0280 5.5604 -1.7135 -0.34
C 2.4249 3.3312 -1.5522 -0.22
H 2.3250 1.2774 -0.8422 0.11
H 3.1154 2.4017 0.2692 0.11
H 0.1402 2.2882 -0.4027 0.09
H 0.8630 2.0374 1.1835 0.12
H -0.1212 4.4771 0.4255 0.10
H 1.3333 4.3703 1.4553 0.11
H 3.4430 3.4369 -1.9247 0.11
H 1.7429 3.1148 -2.3773 0.11
C -1.1270 9.3347 -5.1573 -0.23
C -0.2667 8.7188 -4.0511 -0.21
C -0.7399 7.2773 -3.8503 -0.23
S -1.4073 6.7461 -5.4236 0.67
O -2.8264 6.5204 -5.2705 -0.33
O -0.5293 5.7562 -6.0056 -0.33
C -1.1700 8.2985 -6.2727 -0.24
H -0.7182 10.2842 -5.5079 0.11
H -2.1373 9.5203 -4.7792 0.12
H 0.7826 8.7220 -4.3617 0.12
H -0.3347 9.2882 -3.1223 0.12
H 0.0812 6.6205 -3.5657 0.07
H -1.5372 7.2178 -3.1084 0.11
H -1.9813 8.4623 -6.9810 0.11
H -0.2151 8.2474 -6.7996 0.11
C -0.8895 -0.4579 6.1446 -0.22
C -1.9453 -1.2336 6.9360 -0.22
C -1.8462 -2.7022 6.5164 -0.22
S -0.1489 -2.9648 6.0116 0.68
O -0.1292 -3.2596 4.5958 -0.33
O 0.5128 -3.8068 6.9810 -0.32
C 0.3895 -1.2794 6.2461 -0.23
H -0.7497 0.5511 6.5361 0.12
H -1.1994 -0.3750 5.0982 0.12
H -1.7382 -1.1416 8.0066 0.12
H -2.9491 -0.8415 6.7623 0.12
H -2.0852 -3.3741 7.3404 0.11
H -2.4893 -2.9186 5.6622 0.11
H 1.1299 -1.0174 5.4911 0.11
H 0.8268 -1.2053 7.2436 0.11
C 6.9597 -2.6809 0.6238 -0.22
C 6.0912 -2.9604 1.8524 -0.21
C 5.7925 -1.6150 2.5189 -0.22
S 5.8431 -0.3886 1.2153 0.67
O 6.9539 0.5000 1.4617 -0.32
O 4.5052 0.1017 0.9694 -0.34
C 6.2963 -1.5129 -0.0947 -0.23
H 7.0398 -3.5559 -0.0233 0.12
H 7.9690 -2.4009 0.9409 0.12
H 5.1549 -3.4314 1.5366 0.11
H 6.5826 -3.6436 2.5476 0.12
H 4.8071 -1.6058 2.9847 0.10
H 6.5540 -1.3554 3.2555 0.11
H 6.9562 -1.0119 -0.8018 0.11
H 5.3787 -1.8289 -0.5952 0.11
```

***

Record 5
Computed, not measured: the ion C4H3O4 with charge -1, with ωB97M-V/def2-TZVPD.

Values from the calculation:
HOMO energy   -2.870 eV
Maximum force   0.1033 Eh/bohr
Total charge   -1
Energy   -12383.641 eV
Energy above the lowest of the compared OMol25 structures with the same formula, charge and spin   95.4 kcal per mole
Frontier orbital gap   6.986 eV

```
11
Properties=species:S:1:pos:R:3:lowdin_charge:R:1
C -0.5078 0.2718 -1.0101 -0.12
C 1.0987 -1.3338 -0.0751 -0.34
C 1.3953 0.9883 0.2230 -0.64
C -1.6779 -0.0446 -0.0747 -0.19
O 1.3115 -2.4908 0.0682 0.02
O 2.1819 1.8603 0.4658 0.09
O 0.2745 1.2041 -0.3694 -0.04
O 1.8040 -0.2974 0.4755 0.07
H -1.9765 -0.9831 -0.4703 0.03
H -2.5761 0.7673 -0.1252 0.10
H -1.3276 0.0578 0.8925 0.02
```

***

Record 6
Computed, not measured: the ion C9H16ClN2 with charge +1, with ωB97M-V/def2-TZVPD.

Values from the calculation:
HOMO energy   -11.801 eV
Maximum force   0.1078 Eh/bohr
Total charge   +1
Energy   -25086.011 eV
Energy above the lowest of the compared OMol25 structures with the same formula, charge and spin   78.5 kcal per mole
Frontier orbital gap   8.137 eV

```
28
Properties=species:S:1:pos:R:3:lowdin_charge:R:1
C -1.2354 1.0746 0.1848 -0.29
C -1.5780 -0.3191 -0.2605 -0.03
C 0.9078 -0.9712 -0.2818 0.02
C -0.4529 -1.4002 0.1638 -0.35
C 1.2363 1.1261 -0.4142 -0.26
C 1.8375 0.0858 0.4570 -0.78
C -0.8343 -2.7144 -0.5152 -0.05
C 1.8205 1.9105 -1.5656 -0.03
C 1.7262 0.1934 1.9883 -0.11
N -0.0102 1.5888 0.0792 0.12
N -2.2661 1.8312 0.4878 0.20
Cl 3.6093 -0.2248 0.0773 0.67
H -2.4345 -0.6311 0.3459 0.13
H -1.8116 -0.4032 -1.3427 0.16
H 1.4310 -1.5185 -1.0996 0.13
H -0.5152 -1.3796 1.2308 0.13
H -1.0271 -2.7751 -1.5235 0.06
H -1.6312 -3.2183 0.0735 0.10
H 0.1287 -3.2787 -0.2643 0.12
H 1.4089 2.8823 -1.4001 0.06
H 1.6920 1.5645 -2.6033 0.10
H 2.9291 2.1537 -1.4989 0.10
H 2.3824 0.9672 2.3772 0.07
H 2.0350 -0.7919 2.5700 0.13
H 0.6421 0.4441 2.3218 0.09
H 0.1249 2.5942 0.3736 0.20
H -3.0459 1.3061 0.8567 0.13
H -2.2259 2.7511 1.0421 0.19
```

***

Record 7
Computed, not measured: a cluster of 9 separate species, C28H41Cl8F15O10 in total, with ωB97M-V/def2-TZVPD.

Values from the calculation:
HOMO energy   -10.758 eV
Maximum force   0.0393 Eh/bohr
SMILES   CCOC(=O)C(F)(F)F.CCOC(=O)C(F)(F)F.CCOC(=O)C(F)(F)F.CCOC(=O)C(F)(F)F.CCOC(=O)C(F)(F)F.ClCCCl.ClCCCl.ClCCCl.ClCCCl
Energy   -191120.900 eV
Energy above the lowest of the compared OMol25 structures with the same formula, charge and spin   0.0 kcal per mole
Frontier orbital gap   10.827 eV

```
102
Properties=species:S:1:pos:R:3:lowdin_charge:R:1
C -2.6212 -3.1532 2.7827 -0.05
C -2.3499 -3.8315 1.4557 -0.22
O -3.4610 -3.7009 0.5713 0.04
C -3.6441 -4.6064 -0.3664 -0.41
O -3.1102 -5.6699 -0.4581 0.17
C -4.7248 -4.1840 -1.3883 -0.54
F -5.7670 -5.0159 -1.3060 0.17
F -5.1747 -2.9408 -1.1595 0.15
F -4.2427 -4.2357 -2.6250 0.17
H -3.5697 -3.4733 3.2140 0.08
H -2.6172 -2.0680 2.7034 0.06
H -1.8378 -3.5062 3.4548 0.08
H -2.1105 -4.8784 1.6534 0.12
H -1.4413 -3.4152 1.0164 0.08
C 3.8613 3.9017 2.1019 -0.04
C 5.2953 3.5264 1.7633 -0.19
O 6.2116 4.5706 2.1503 0.05
C 6.4509 5.4883 1.2618 -0.43
O 5.9840 5.5677 0.1681 0.17
C 7.4429 6.5552 1.7789 -0.55
F 8.3231 6.8463 0.8214 0.17
F 6.7959 7.6819 2.0913 0.17
F 8.1153 6.1449 2.8550 0.17
H 3.2092 3.0778 1.8119 0.06
H 3.5287 4.7561 1.5134 0.08
H 3.7804 4.0809 3.1738 0.08
H 5.3442 3.3233 0.6954 0.12
H 5.6310 2.6610 2.3249 0.11
C -0.9253 -3.0753 -2.3213 -0.05
C -0.0309 -4.0995 -2.9892 -0.20
O 0.5573 -3.5032 -4.1498 0.04
C 1.5786 -4.1057 -4.7166 -0.41
O 2.1849 -5.0388 -4.2855 0.17
C 2.0054 -3.4278 -6.0301 -0.55
F 2.1665 -4.3377 -6.9890 0.17
F 1.1107 -2.5321 -6.4614 0.16
F 3.1674 -2.7945 -5.8339 0.16
H -0.3511 -2.1570 -2.1714 0.07
H -1.2442 -3.4280 -1.3441 0.06
H -1.7808 -2.8200 -2.9490 0.07
H -0.5822 -5.0074 -3.2271 0.14
H 0.7877 -4.3113 -2.3010 0.06
C 3.5551 -1.2790 -1.6634 -0.07
C 4.8358 -1.2871 -0.8714 -0.17
O 4.5396 -1.3015 0.5452 0.02
C 4.2496 -0.1361 1.0854 -0.41
O 4.2330 0.9220 0.5357 0.15
C 3.9395 -0.2459 2.5904 -0.55
F 2.8706 0.4955 2.8804 0.15
F 3.7010 -1.5008 2.9729 0.16
F 4.9651 0.2354 3.3051 0.17
H 2.8881 -2.1280 -1.4801 0.06
H 3.7669 -1.4203 -2.7319 0.09
H 2.9730 -0.3643 -1.5873 0.04
H 5.4027 -0.3950 -1.1300 0.13
H 5.4221 -2.1787 -1.0662 0.13
C -7.4999 2.4655 -0.9233 -0.06
C -6.5652 1.3350 -0.5299 -0.22
O -5.6285 1.1341 -1.5744 0.05
C -4.5902 0.3723 -1.2863 -0.40
O -4.3344 -0.1062 -0.2247 0.16
C -3.6655 0.1852 -2.5154 -0.55
F -2.4053 0.3199 -2.1006 0.13
F -3.8009 -1.0359 -3.0373 0.17
F -3.9078 1.0757 -3.4710 0.17
H -6.9493 3.4019 -1.0072 0.08
H -8.3629 2.5424 -0.2695 0.08
H -7.8925 2.2475 -1.9223 0.08
H -7.1705 0.4611 -0.2691 0.14
H -6.0496 1.5720 0.4056 0.12
Cl -2.0334 1.1237 3.7995 0.58
C -3.0761 2.5874 3.7962 -0.63
C -4.2445 2.3027 4.7018 -0.70
Cl -5.4681 3.5852 4.6429 0.56
H -3.3860 2.7850 2.7750 0.07
H -2.4422 3.4035 4.1328 0.07
H -3.9775 2.0784 5.7302 0.07
H -4.7141 1.3875 4.3336 0.06
Cl 3.9334 -6.6060 1.4175 0.54
C 3.2932 -5.0425 2.0297 -0.64
C 2.8051 -4.1733 0.8968 -0.66
Cl 1.2959 -4.8008 0.1806 0.62
H 4.1012 -4.5625 2.5777 0.07
H 2.5152 -5.3073 2.7413 0.07
H 3.5551 -4.1860 0.1117 0.06
H 2.5888 -3.1840 1.2902 0.01
Cl 0.1492 5.8719 -1.0635 0.52
C -1.4209 6.1059 -1.9114 -0.63
C -2.5045 5.2944 -1.2533 -0.65
Cl -2.1590 3.5503 -1.3288 0.58
H -1.2697 5.8221 -2.9479 0.07
H -1.6074 7.1721 -1.8243 0.07
H -3.4561 5.4427 -1.7612 0.07
H -2.6164 5.5733 -0.2088 0.07
Cl 1.1344 1.7254 -0.8586 0.58
C 0.1939 1.3874 0.6231 -0.65
C -0.4868 0.0583 0.5590 -0.63
Cl 0.7058 -1.2535 0.6920 0.64
H -0.5109 2.2177 0.6757 0.04
H 0.8516 1.4938 1.4827 0.06
H -1.0324 -0.0621 -0.3708 0.05
H -1.1818 -0.0417 1.3886 0.03
```

***

Record 8
Computed, not measured: a cluster of 2 separate species, CH4O2S in total, with ωB97M-V/def2-TZVPD.

Values from the calculation:
HOMO energy   -9.674 eV
Maximum force   0.0690 Eh/bohr
SMILES   O=CO.S
Energy   -16031.449 eV
Energy above the lowest of the compared OMol25 structures with the same formula, charge and spin   14.4 kcal per mole
Frontier orbital gap   10.253 eV

```
8
Properties=species:S:1:pos:R:3:lowdin_charge:R:1
C 1.2126 -0.5386 -0.1143 -0.49
O 2.4933 -0.6579 0.0340 0.09
O 0.5734 -0.3746 -1.0785 0.08
S -3.1345 1.3471 0.4447 0.53
H -2.5609 0.8886 -0.5664 -0.30
H 0.5917 -0.4715 0.8331 0.15
H 3.0593 -0.9021 -0.7606 0.17
H -2.2350 0.7091 1.2079 -0.22
```